# C21H14F4NO7S4

The ion C21H14F4NO7S4 with charge -1 (ωB97M-V/def2-TZVPD, the OMol25 dataset).

Geometry (Å):
1 F -1.27537 -1.48829 2.28294
2 C -1.17978 -0.56782 1.29154
3 S -2.30430 0.85534 1.77107
4 C -1.69518 2.28519 0.80087
5 C -2.32256 2.63314 -0.39267
6 C -1.67509 3.51118 -1.27357
7 C -0.45713 4.07592 -0.88416
8 C 0.01476 3.89941 0.41957
9 C -0.69510 3.11174 1.31392
10 O -3.62238 0.46080 1.26769
11 O -2.17799 1.15374 3.17305
12 S 0.54501 0.10901 1.37646
13 C 1.79651 -0.94375 2.11453
14 C 3.14064 -1.02455 1.68361
15 C 4.07573 -1.71297 2.49099
16 C 3.68560 -2.26910 3.71564
17 C 2.35732 -2.16986 4.11745
18 C 1.43171 -1.50025 3.33050
19 O 0.92268 0.41988 0.01717
20 O 0.51485 1.16595 2.38028
21 H -3.29685 2.21137 -0.65428
22 H -2.10977 3.73369 -2.25663
23 H 0.09293 4.69168 -1.60021
24 H 0.91722 4.40170 0.75410
25 H -0.49227 3.19262 2.37410
26 H 3.46231 -0.51433 0.76332
27 H 5.13520 -1.75588 2.19723
28 H 4.41809 -2.74618 4.36475
29 H 2.03594 -2.57324 5.06524
30 H 0.42499 -1.32817 3.67470
31 F -4.63451 -3.14971 -0.09643
32 C -3.75784 -2.58873 -0.93302
33 F -3.16722 -3.52467 -1.66705
34 F -4.41021 -1.75254 -1.79239
35 S -2.44977 -1.43712 0.09497
36 N -1.59717 -1.44654 -1.46421
37 C -0.42753 -2.17414 -1.48202
38 O -0.21774 -3.12273 -0.74177
39 C 0.46399 -1.41136 -2.38854
40 C -0.15161 -0.29286 -2.94031
41 C 0.56614 0.80855 -3.34663
42 C 1.94694 0.77100 -3.17137
43 C 2.59650 -0.38375 -2.68944
44 C 1.84656 -1.46999 -2.26000
45 S -1.88644 -0.41336 -2.82862
46 O -2.36744 -1.09874 -3.99972
47 O -2.53350 0.81305 -2.44872
48 H 0.02155 1.66882 -3.73483
49 H 2.53077 1.65062 -3.40598
50 H 3.68870 -0.40765 -2.60951
51 H 2.27210 -2.35613 -1.77360

Calculated values
HOMO-LUMO gap: 6.592 eV
2S+1: 1
charge: -1
relative energy (zero: lowest compared OMol25 entry of this formula, charge and spin): 76.7 kcal per mole
calculated total energy: -92033.3364 eV